Below is a molecular structure, C30H43Cl5P2W, with properties calculated with ωB97M-V with the def2-TZVPD basis set.

Values from the calculation:
2S+1: 3
Net charge: +2
ΔE to the lowest compared entry with this formula, charge and spin: 49.2 kcal per mole
Largest force on an atom: 6.34 eV Å⁻¹
Kohn-Sham gap (alpha / beta): 0.1957 / 0.1747 hartree

Element x y z (Å)
W: -0.21178 -0.68870 -1.02582
C: -0.69383 -2.13686 0.72763
C: 0.78627 -2.15258 0.45886
C: 0.40098 -0.72023 2.24867
C: -0.86730 -1.10542 1.77465
C: 1.40354 -1.31556 1.44751
C: -1.32998 -3.49360 1.04295
H: -1.04399 -4.27560 0.33346
H: -2.42305 -3.43899 1.10091
H: -0.96856 -3.80906 2.03409
C: -2.13456 -0.80077 2.46144
H: -2.95760 -1.44366 2.13319
H: -2.45059 0.24301 2.30850
H: -2.03959 -0.92604 3.55063
C: 0.68338 0.14068 3.42483
H: 1.43068 -0.31838 4.08759
H: -0.21866 0.32899 4.01171
H: 1.08521 1.12005 3.12330
C: 2.84622 -1.28922 1.75509
H: 3.07867 -1.97978 2.58363
H: 3.18057 -0.28781 2.07530
H: 3.45918 -1.59314 0.89653
C: 1.46162 -3.37231 -0.07971
H: 1.57349 -4.12030 0.72221
H: 2.46427 -3.13136 -0.44980
H: 0.90273 -3.82207 -0.90499
C: -1.28523 0.55216 -2.13028
C: -1.69742 -0.85421 -2.56314
C: -1.10264 -1.41271 -3.88239
C: 0.32791 -1.94542 -3.74171
C: 0.96872 -1.54400 -2.42832
C: 1.31101 -0.13372 -2.18645
C: 0.96604 0.93331 -3.20985
C: -0.51301 1.37864 -3.13093
H: -1.16491 -0.65276 -4.67732
H: 0.95118 -1.60912 -4.58725
H: -1.75476 -2.22845 -4.21657
H: -0.98710 1.34342 -4.12458
H: -2.10085 1.08504 -1.63620
H: -2.78771 -0.78661 -2.70237
H: -0.55723 2.43535 -2.82604
H: 1.61571 1.80268 -3.03691
H: 2.25912 0.01099 -1.66460
H: 1.21089 0.57796 -4.22278
H: 0.31833 -3.04495 -3.81397
H: 1.77791 -2.21982 -2.14810
P: -2.31845 -2.20309 -1.17801
P: 3.08145 2.06448 1.41151
C: 0.44015 1.32199 -0.00740
C: 1.68490 2.22158 0.07262
H: 0.03507 1.20009 1.00703
H: -0.33657 1.90473 -0.54380
H: 2.20264 2.24675 -0.90059
H: 1.34027 3.24749 0.28848
C: 3.52107 3.78822 1.77615
H: 4.02977 3.76848 2.75235
H: 2.62224 4.41448 1.85698
H: 4.20873 4.17277 1.01206
C: 4.39465 1.58302 0.21679
H: 4.58585 2.41220 -0.47695
H: 4.08474 0.68955 -0.34493
H: 5.30674 1.34839 0.77963
C: -3.93636 -1.64636 -0.62747
H: -4.61791 -2.51159 -0.59119
H: -4.32158 -0.90010 -1.33513
H: -3.88263 -1.17878 0.36407
C: -2.46958 -3.75540 -2.06741
H: -1.48459 -4.16006 -2.33575
H: -3.07077 -3.61049 -2.97766
H: -2.97443 -4.48636 -1.41605
Cl: -1.95821 2.12139 5.15300
C: -1.84526 2.80721 3.58067
C: -2.57473 2.30905 2.54775
C: -2.62631 2.82985 1.29678
Cl: -3.65303 2.14637 0.08694
C: -1.74970 3.90972 0.98868
Cl: -1.56645 4.42203 -0.64219
C: -0.90376 4.41427 1.99725
Cl: 0.25694 5.62728 1.59999
C: -0.93020 3.86317 3.29365
Cl: 0.25201 4.31862 4.44950

Cartesian forces, eV/Å:
-0.674 0.340 6.297
0.945 -0.645 1.811
0.832 0.059 1.526
-1.704 0.366 -0.049
1.154 -0.062 0.170
-0.346 -1.757 -1.706
0.199 -0.011 0.166
-0.043 0.181 0.038
0.084 -0.054 0.094
-0.123 0.066 -0.226
-0.781 0.169 0.247
0.176 0.052 0.134
0.025 -0.261 0.008
0.034 0.012 -0.304
-0.285 0.048 0.333
-0.106 0.110 -0.236
0.110 -0.086 -0.063
0.051 -0.251 -0.082
0.692 0.183 -0.214
-0.223 0.081 -0.198
-0.263 -0.373 -0.029
-0.190 -0.005 0.225
0.352 -0.391 0.023
0.003 0.130 -0.262
-0.176 -0.161 0.100
0.122 -0.002 0.121
-1.350 1.661 -0.025
-2.336 -1.277 -2.426
-0.335 -0.529 -0.242
0.040 -0.514 -0.243
1.632 -0.344 -1.562
2.204 -0.198 -1.160
0.282 0.519 -0.245
0.167 0.486 -0.540
-0.113 -0.112 0.492
-0.200 -0.096 0.284
0.082 0.217 -0.071
0.081 0.089 0.312
-0.032 -0.040 -0.198
0.192 0.504 -0.274
-0.143 -0.403 0.083
-0.228 -0.230 -0.102
-0.076 0.028 -0.227
-0.015 0.022 0.293
-0.014 0.308 0.058
-0.324 0.153 0.018
1.845 1.482 -1.270
-1.175 -0.833 -0.945
-1.178 0.403 -0.235
0.809 0.204 0.059
-0.042 -0.042 -0.319
0.626 0.020 0.534
-0.177 0.199 0.250
-0.172 -0.244 -0.385
0.206 0.193 0.010
-0.124 0.213 -0.347
0.370 -0.153 0.010
-0.247 0.185 0.229
0.289 -0.032 0.302
0.039 -0.276 0.058
0.132 0.234 0.174
-0.045 0.048 -0.317
-0.464 0.115 0.229
0.196 0.321 -0.027
-0.068 -0.236 0.209
-0.007 -0.128 -0.326
-0.019 -0.424 -0.224
-0.233 0.218 0.053
0.102 -0.081 0.268
0.098 0.278 -0.170
-0.012 0.006 -0.041
0.943 0.610 0.134
-0.286 0.757 0.131
0.781 0.827 -0.601
-0.121 -0.065 0.079
-0.076 -0.779 0.427
-0.206 0.125 0.190
-0.119 -0.378 -0.100
-0.400 -0.133 0.116
-0.319 -0.654 -0.278
-0.328 0.042 -0.027